The following is a quantum chemistry calculation of a cluster of 3 separate species, C15H24N2O7 in total at a distorted geometry, from the OMol25 dataset.

* SMILES string: N#CC[C@@H](C#N)C[C@H]1CO1.CCOC(=O)OC.CCOC(=O)OC
* electronic energy: -1222.0933 hartree
* orbital gap: 11.17 eV
* HOMO: -10.652 eV

Geometry as ORCA input:
```
! RIJCOSX wB97M-V def2-TZVPD def2/J DEFGRID3
* xyz 0 1
N -3.19568 -1.16576 1.62561
C -3.90278 -0.75549 0.82371
C -4.77244 -0.11863 -0.16152
C -4.68142 1.44177 -0.14915
C -5.94657 2.02564 0.31270
N -6.91764 2.52963 0.65147
C -3.49655 2.02098 0.64528
C -2.24321 2.02843 -0.20503
C -1.07145 1.12024 0.13818
O -1.95163 0.87388 -0.94778
H -5.79772 -0.43201 0.03868
H -4.51628 -0.49492 -1.15075
H -4.56369 1.76114 -1.18689
H -3.69205 3.05818 0.91648
H -3.30430 1.46533 1.56190
H -1.99317 2.98447 -0.65127
H -0.23698 1.78214 -0.06433
H -1.27431 0.61240 1.07167
C -1.29346 -3.62974 1.12598
C -1.04706 -5.11146 1.29835
O 0.29615 -5.49299 0.94578
C 1.22973 -5.19160 1.84309
O 1.05260 -4.66932 2.91352
O 2.41299 -5.57384 1.35553
C 3.52627 -5.25240 2.19277
H -1.04320 -3.32303 0.10860
H -2.33771 -3.39911 1.31699
H -0.68494 -3.04642 1.81458
H -1.67767 -5.68598 0.62220
H -1.26065 -5.43773 2.31609
H 3.38221 -5.64470 3.19703
H 3.66868 -4.17378 2.23711
H 4.38982 -5.72042 1.72983
C 5.63795 3.49577 -0.91023
C 4.52135 4.51590 -0.89883
O 3.70142 4.43601 -2.07834
C 2.83976 3.42350 -2.10713
O 2.67162 2.60126 -1.24276
O 2.18561 3.46012 -3.26672
C 1.28135 2.36976 -3.45946
H 6.23356 3.59563 -1.81828
H 6.28647 3.64585 -0.04712
H 5.24202 2.48234 -0.87211
H 4.92475 5.52631 -0.91552
H 3.89444 4.41574 -0.01310
H 0.58459 2.28735 -2.62799
H 1.82872 1.43534 -3.57116
H 0.73747 2.58098 -4.37513
*
```

Löwdin atomic charges, in units of e: 0.19, -0.20, -0.10, -0.27, -0.20, 0.16, -0.11, -0.30, -0.07, -0.04, 0.12, 0.13, 0.15, 0.13, 0.11, 0.14, 0.11, 0.10, -0.08, -0.21, 0.04, -0.61, 0.12, 0.00, -0.04, 0.08, 0.04, 0.07, 0.12, 0.12, 0.09, 0.10, 0.09, -0.06, -0.21, 0.04, -0.62, 0.12, 0.01, -0.03, 0.08, 0.08, 0.07, 0.12, 0.12, 0.08, 0.10, 0.09



The following is a quantum chemistry calculation of a structure of composition C15H24N2P2Tl, from the OMol25 dataset.

* electronic energy: -1549.7026 hartree
* orbital gap: 6.80 eV
* HOMO: -17.935 eV

Geometry as ORCA input:
```
! RIJCOSX wB97M-V def2-TZVPD def2/J DEFGRID3
* xyz 3 1
Tl -0.01794 -0.41669 -0.45521
C 3.69639 -0.55774 -1.51669
P 2.39451 -1.57778 -0.81485
C 2.60940 -3.24659 -1.43690
C 2.71055 -1.59929 0.96481
C 1.63543 -2.36232 1.74830
P 0.16940 -1.35253 2.07861
C -1.03362 -2.50153 2.75960
C 0.60319 -0.18738 3.37663
H 4.65001 -0.92672 -1.12912
H 3.58481 0.49043 -1.24293
H 3.69881 -0.64557 -2.60343
H 3.62313 -3.55787 -1.16778
H 2.51237 -3.25658 -2.52290
H 1.88831 -3.94530 -1.01563
H 2.79754 -0.55911 1.29494
H 3.69245 -2.05368 1.12559
H 2.03496 -2.69596 2.70963
H 1.30240 -3.26166 1.22322
H -0.59788 -2.90636 3.67727
H -1.24063 -3.31604 2.06636
H -1.96577 -1.99382 3.00634
H 0.99282 -0.76131 4.22156
H -0.28573 0.35688 3.69794
H 1.35154 0.53426 3.05017
N -1.96024 -0.47419 -1.67006
C -2.61505 0.78303 -1.34668
C -3.95653 0.89859 -1.12804
C -4.52834 2.17742 -0.93424
C -3.75182 3.30090 -0.97404
C -2.34212 3.18721 -1.07556
C -1.45008 4.28336 -1.07840
C -0.09187 4.07414 -1.12299
C 0.39358 2.76714 -1.06884
N -0.42084 1.71776 -1.15140
C -1.77834 1.90896 -1.20867
H -1.50953 -0.39888 -2.58247
H -2.60296 -1.26186 -1.68919
H -4.59901 0.02538 -1.16720
H -5.59926 2.26187 -0.81108
H -4.20487 4.28397 -0.94531
H -1.84711 5.29067 -1.02769
H 0.60454 4.90047 -1.15129
H 1.45337 2.57432 -0.96238
*
```

Löwdin atomic charges, in units of e: 1.00, -0.20, 0.79, -0.19, -0.40, -0.39, 0.80, -0.20, -0.20, 0.09, 0.06, 0.08, 0.09, 0.08, 0.06, 0.09, 0.12, 0.12, 0.09, 0.09, 0.07, 0.07, 0.09, 0.08, 0.06, 0.04, -0.25, 0.04, 0.00, 0.04, -0.11, 0.08, 0.01, -0.07, -0.03, -0.19, 0.12, 0.14, 0.14, 0.14, 0.14, 0.15, 0.14, 0.13



The following is a quantum chemistry calculation of a structure of composition C15H24N4O5Y at a distorted geometry, from the OMol25 dataset.

* energy above the lowest of the compared OMol25 structures with the same formula, charge and spin: 12.05 kcal/mol
* electronic energy: -1219.2037 hartree
* orbital gap (spin up / spin down): 3.56 / 2.52 eV
* HOMO (spin up / spin down): -8.035 / -7.408 eV

Geometry as ORCA input:
```
! RIJCOSX wB97M-V def2-TZVPD def2/J DEFGRID3
* xyz 1 1
O -3.26042 0.94216 -3.29138
H -3.37492 1.25134 -4.20618
Y 0.25471 -0.04207 0.03593
N 2.54508 0.50087 -0.11329
N 0.60190 1.84696 -1.07640
O 3.66210 -0.24017 0.40578
O -0.49496 2.60870 -1.56529
C 2.91863 1.65161 -0.75299
C 1.83901 2.43295 -1.22388
C 4.33658 2.08150 -0.89041
C 2.00445 3.76383 -1.86215
H 5.03495 1.23408 -0.83447
H 4.60349 2.81512 -0.09942
H 4.47732 2.59955 -1.86299
H 1.08252 4.36509 -1.79670
H 2.27864 3.65526 -2.93478
H 2.83322 4.31698 -1.36743
H 3.30798 -1.02577 0.87959
H -1.27801 2.02994 -1.61448
O 0.55024 1.31988 1.87410
H 1.46801 1.33088 1.56957
H 0.11681 1.96261 1.27998
C -2.21901 -0.03443 -3.27789
H -2.29710 -0.56217 -2.33106
H -1.25959 0.47849 -3.28800
H -2.29772 -0.73942 -4.13025
O 1.08514 -1.48371 -1.46311
H 1.92705 -0.99039 -1.38389
H 1.12580 -2.11427 -0.72487
C 1.27240 -3.64985 2.91837
C -0.04518 -3.93372 3.29901
C -1.07875 -3.16337 2.80187
C -0.83707 -2.10484 1.91144
N 0.47518 -1.86911 1.52054
C 1.49713 -2.60580 2.04251
C -2.01250 -1.27963 1.39825
C -3.32960 -1.55685 1.80536
C -4.37851 -0.76948 1.36460
C -4.17818 0.31619 0.51158
C -2.88852 0.58499 0.10864
N -1.86941 -0.20662 0.54044
H 2.11362 -4.24664 3.28105
H -0.27484 -4.75694 3.97919
H -2.11790 -3.36283 3.06763
H 2.53002 -2.35070 1.71410
H -3.46782 -2.38600 2.48777
H -5.38612 -1.00561 1.71346
H -4.97185 0.96683 0.14366
H -2.62402 1.42458 -0.56312
*
```

Löwdin atomic charges, in units of e: -0.13, 0.10, 1.43, -0.23, -0.23, -0.10, -0.10, -0.34, -0.34, -0.04, -0.05, 0.08, 0.10, 0.09, 0.08, 0.09, 0.09, 0.04, 0.03, -0.09, 0.04, 0.06, -0.15, 0.05, 0.07, 0.10, -0.09, 0.05, 0.04, -0.02, -0.01, 0.00, -0.16, -0.03, -0.08, -0.16, 0.01, -0.01, -0.01, -0.09, -0.07, 0.13, 0.13, 0.11, 0.12, 0.10, 0.13, 0.13, 0.12



The following is a quantum chemistry calculation of an isolated molecule of C15H24N6 at a distorted geometry, from the OMol25 dataset.

* SMILES string: CC(C)CN/C(=N/C#N)NC[C@@H]1CC[C@H](c2c[nH]cn2)C1
* electronic energy: -914.4490 hartree
* orbital gap: 9.29 eV
* HOMO: -8.748 eV

Geometry as ORCA input:
```
! RIJCOSX wB97M-V def2-TZVPD def2/J DEFGRID3
* xyz 0 1
N -3.93057 -1.32435 -3.92006
C -3.32563 -1.94786 -3.12956
N 2.20538 1.00966 1.20628
N -2.54679 -2.34019 -2.11716
C 3.52340 1.25271 1.34814
C 2.64209 3.21496 1.65104
C 1.66089 2.30176 1.32077
C -2.19034 -1.51008 -1.16745
N 3.80237 2.50234 1.73036
N -1.52259 -1.87993 -0.05104
N -2.29298 -0.16403 -1.44286
C 1.33714 -4.56320 0.17969
C 1.52054 -2.17622 0.33586
C -0.83282 -3.21507 0.19830
C 0.65088 -3.27375 -0.27589
C 0.19150 3.51085 -0.26136
C -2.70900 0.91085 -0.55886
C -0.92055 2.74439 -1.10897
C -0.72306 1.46621 0.89477
C 0.25395 2.69110 1.02038
C -1.71430 2.02808 -0.13301
H 4.25373 0.50719 1.21988
H 2.57763 4.28202 1.87798
H 4.75962 2.83456 1.95745
H -1.09537 -1.07728 0.39034
H -2.64685 -0.02150 -2.37808
H 0.93284 -5.41156 -0.45232
H 1.17085 -4.89109 1.18941
H 2.39279 -4.62677 -0.09183
H 2.48445 -2.54732 0.69646
H 1.66316 -1.30330 -0.35179
H 1.10915 -1.79348 1.28675
H -1.38471 -3.99938 -0.32629
H -0.76734 -3.45389 1.23802
H 0.90457 -3.19782 -1.33339
H 1.11733 3.47806 -0.75841
H -0.01110 4.57353 -0.08773
H -3.51905 1.43342 -1.19186
H -3.18737 0.52204 0.33970
H -1.59031 3.51376 -1.63950
H -0.50431 2.03055 -1.78988
H -1.10258 1.18247 1.84646
H -0.23058 0.59937 0.50799
H -0.20349 3.29241 1.67074
H -2.20260 2.83577 0.46050
*
```

Löwdin atomic charges, in units of e: 0.10, -0.36, 0.13, 0.09, -0.20, -0.07, -0.25, -0.40, 0.04, 0.11, 0.07, -0.11, -0.12, -0.10, -0.41, -0.10, -0.13, -0.15, -0.10, -0.25, -0.35, 0.10, 0.13, 0.17, 0.09, 0.10, 0.09, 0.07, 0.08, 0.07, 0.08, 0.07, 0.12, 0.11, 0.13, 0.09, 0.12, 0.15, 0.12, 0.14, 0.11, 0.11, 0.07, 0.10, 0.16